1.
{"formula": "C4H10N2", "method": "ωB97M-V/def2-TZVPD", "max_force_ev_per_a": 6.00, "homo_lumo_gap_ev": [9.02, 4.91], "spin_multiplicity": 2, "de_lowest_kj_mol": 380.0, "e_tot_ev": -7279.1544, "charge": 1, "symbols": ["C", "N", "H", "H", "H", "C", "C", "C", "N", "H", "H", "H", "H", "H", "H", "H"], "positions_angstrom": [[-0.3680, -2.1261, -1.6802], [-0.3208, -2.6169, -0.4900], [-1.1306, -1.3673, -1.9082], [0.3132, -2.4374, -2.5157], [0.4327, -3.3286, -0.4127], [-0.6349, 2.7448, 0.3597], [-0.4386, 1.2448, 0.1612], [1.0607, -0.2397, 1.2104], [0.9223, 0.8630, 0.5572], [-1.6061, 3.0832, -0.0389], [-0.5986, 2.9867, 1.4294], [0.1693, 3.3024, -0.1292], [-0.5700, 0.9976, -0.9128], [-1.1958, 0.6933, 0.7060], [0.1905, -0.8173, 1.4924], [2.0695, -0.5779, 1.5124]]}


2.
{"formula": "C39H42F9N3O27", "method": "ωB97M-V/def2-TZVPD", "max_force_ev_per_a": 6.24, "homo_lumo_gap_ev": [7.26, 2.98], "spin_multiplicity": 2, "e_tot_ev": -125322.1050, "charge": 1, "symbols": ["C", "C", "O", "C", "O", "O", "F", "H", "H", "H", "C", "C", "O", "C", "O", "O", "F", "H", "H", "H", "C", "C", "O", "C", "O", "O", "F", "H", "H", "H", "C", "C", "O", "C", "O", "O", "F", "H", "H", "H", "C", "C", "O", "C", "O", "O", "F", "H", "H", "H", "C", "C", "O", "C", "O", "O", "F", "H", "H", "H", "C", "C", "O", "C", "O", "O", "F", "H", "H", "H", "C", "C", "O", "C", "O", "O", "F", "H", "H", "H", "C", "C", "O", "C", "O", "O", "F", "H", "H", "H", "N", "C", "C", "C", "C", "H", "H", "H", "H", "H", "N", "C", "C", "C", "C", "H", "H", "H", "H", "H", "N", "C", "C", "C", "C", "H", "H", "H", "H", "H"], "positions_angstrom": [[-23.2747, -0.5249, 19.3303], [-24.0255, -1.7906, 18.9061], [-23.1606, -2.7901, 19.0651], [-22.2531, -2.4009, 20.0485], [-21.4770, -3.2885, 20.5294], [-22.3706, -1.0934, 20.3145], [-24.2803, -1.7231, 17.6269], [-24.0284, 0.1384, 19.7547], [-22.6923, -0.0388, 18.5476], [-24.9508, -1.9481, 19.4603], [-30.0112, -5.6506, 18.2441], [-28.6904, -6.1059, 17.7995], [-27.7988, -5.1984, 18.4386], [-28.4716, -4.1609, 18.8120], [-27.9497, -3.1343, 19.1021], [-29.7786, -4.3208, 18.6091], [-28.6990, -5.9150, 16.4966], [-30.2424, -6.2381, 19.1326], [-30.6903, -5.9655, 17.4518], [-28.4404, -7.1101, 18.1420], [-25.1475, 0.8410, 24.1608], [-25.7616, 0.2349, 22.8882], [-24.8568, 0.5580, 21.8446], [-24.0874, 1.5416, 22.3082], [-23.1713, 1.9493, 21.5981], [-24.4250, 1.8784, 23.6022], [-26.8672, 0.9559, 22.5641], [-24.4734, 0.1924, 24.7203], [-25.8654, 0.9726, 24.9703], [-26.0066, -0.8215, 22.9982], [-30.6539, 3.5597, 24.5357], [-29.5938, 3.0497, 23.5462], [-28.4575, 2.9173, 24.3601], [-28.5565, 3.5606, 25.5221], [-27.7028, 3.6120, 26.4041], [-29.8246, 4.1119, 25.6006], [-29.4435, 3.9583, 22.6086], [-31.2370, 2.7880, 25.0384], [-31.2732, 4.3638, 24.1382], [-30.1181, 2.2407, 23.0375], [-27.7440, -0.0801, 19.3166], [-27.6170, 1.4583, 19.5794], [-28.6378, 1.8083, 20.4335], [-29.4986, 0.7392, 20.5051], [-30.5542, 0.7926, 21.0634], [-29.1568, -0.2532, 19.6783], [-27.6601, 2.1426, 18.4479], [-27.0251, -0.5734, 19.9707], [-27.5138, -0.3926, 18.2981], [-26.6878, 1.7133, 20.0889], [-23.8286, 4.2725, 17.6870], [-25.1540, 4.2784, 18.2812], [-25.2940, 5.6684, 18.5942], [-24.5719, 6.4187, 17.7768], [-24.6828, 7.6309, 17.7318], [-23.8134, 5.5778, 17.0770], [-25.2232, 3.5804, 19.4289], [-23.6385, 3.4363, 17.0143], [-23.1461, 4.1184, 18.5228], [-25.9513, 3.9219, 17.6290], [-31.1745, -1.3789, 17.4109], [-32.3499, -1.3104, 16.4057], [-31.8908, -2.1434, 15.4236], [-30.5298, -2.1753, 15.4680], [-29.7642, -2.7682, 14.7024], [-30.0660, -1.6500, 16.6090], [-32.7311, -0.0830, 16.0788], [-31.3397, -2.1769, 18.1349], [-31.1982, -0.5820, 18.1541], [-33.1469, -1.9331, 16.8123], [-32.4536, 2.0415, 18.8281], [-32.8988, 3.5408, 18.6943], [-32.0862, 3.9167, 17.5396], [-31.1603, 2.9462, 17.2588], [-30.2672, 3.0248, 16.4432], [-31.2088, 1.9944, 18.1921], [-32.5370, 4.2406, 19.7747], [-33.1980, 1.3975, 18.3599], [-32.2851, 1.7767, 19.8720], [-33.9673, 3.7289, 18.5887], [-26.5060, 3.0368, 13.6211], [-25.2555, 3.6230, 14.4105], [-24.9539, 2.5742, 15.2786], [-25.9273, 1.6473, 15.2595], [-26.0071, 0.5946, 15.9326], [-26.7850, 1.8477, 14.2696], [-25.6381, 4.6021, 15.2430], [-26.4059, 2.7888, 12.5644], [-27.4119, 3.5960, 13.8550], [-24.4283, 3.9841, 13.7992], [-28.7887, -3.5396, 21.7850], [-29.3731, -2.6574, 22.6757], [-29.8775, -3.4314, 23.6525], [-29.4764, -4.7361, 23.5303], [-28.9483, -4.7655, 22.2559], [-28.5941, -3.2860, 20.8269], [-29.3737, -1.6177, 22.3835], [-30.3225, -2.9887, 24.5314], [-29.5485, -5.5421, 24.2456], [-28.4298, -5.6344, 21.8783], [-30.0401, -0.7489, 26.3929], [-29.8844, 0.1544, 25.4232], [-31.1079, 0.1865, 24.7377], [-32.0208, -0.6563, 25.3019], [-31.3226, -1.2877, 26.3630], [-29.3756, -0.8824, 27.1418], [-28.9444, 0.6726, 25.3036], [-31.3642, 0.7061, 23.8262], [-33.0786, -0.8140, 25.1518], [-31.7385, -2.0239, 27.0348], [-34.7326, -0.5048, 20.0870], [-35.3634, -1.4727, 19.4270], [-34.4764, -2.5338, 19.3320], [-33.3714, -2.2691, 20.1413], [-33.4531, -0.9523, 20.4278], [-35.0214, 0.4015, 20.4266], [-36.3656, -1.3084, 19.0597], [-34.6938, -3.5085, 18.9207], [-32.5632, -2.9359, 20.4033], [-32.8292, -0.2639, 20.9786]]}